27
Properties=species:S:1:pos:R:3 method="wB97M-V/def2-TZVPD" s2=2.04 e_above_lowest_kcal_mol=9.8 e_homo_ha="-0.1728 / -0.3263" largest_force_ev_per_a=6.6 e_lumo_ev="1.0 / -2.3" multiplicity=3
C -1.9956 0.2061 2.9669
C -1.1124 -0.8412 2.8507
C -2.0535 1.2195 2.0477
C -0.4270 -1.0000 1.6703
C -1.1465 1.1285 0.9242
C -0.3040 0.0429 0.7461
C -0.7399 2.2378 0.0563
C 0.1737 1.7933 -0.8094
C 1.6854 -0.4462 -1.0565
C 0.3469 -0.6976 -1.7035
C 0.4650 0.2549 -0.5160
C 2.7014 0.4054 -1.7734
C -0.4267 -1.9523 -1.5758
H -2.5949 0.1459 3.9161
H -0.8579 -1.7172 3.5320
H -3.0191 1.8150 2.0030
H 0.3057 -1.7839 1.5434
H -1.2086 3.1694 -0.0151
H 0.6803 2.2260 -1.6662
H 2.1791 -1.0770 -0.4285
H 0.2031 -0.1636 -2.7166
H 2.1726 1.2639 -2.2546
H 3.3039 -0.2030 -2.3823
H 3.3969 0.7616 -1.0245
H -0.0933 -2.9183 -2.0896
H -1.3906 -1.6131 -1.7151
H -0.2441 -2.2569 -0.5296


15
Properties=species:S:1:pos:R:3 method="wB97M-V/def2-TZVPD" e_above_lowest_kcal_mol=39.9 e_homo_ha=-0.5576 largest_force_ev_per_a=1.9 e_lumo_ev=-3.4 charge=+1
C 1.2908 -2.2589 1.3092
O 0.9299 -1.0544 0.6331
H 0.5524 -3.0163 1.1029
H 1.5588 -2.0581 2.3587
H 2.2860 -2.6166 1.0574
H 1.4941 -0.8500 -0.1207
C -0.7335 1.8690 -0.8623
C -1.0932 1.3337 -2.0232
N -0.7079 1.0446 0.3483
H -0.4122 2.9002 -0.8551
H -1.4630 1.9718 -2.8151
H -1.4024 0.2901 -2.0372
H -0.9256 1.6328 1.1487
H 0.1212 0.4102 0.4984
H -1.4954 0.4020 0.2567


14
Properties=species:S:1:pos:R:3 method="wB97M-V/def2-TZVPD" e_above_lowest_kcal_mol=73.3 e_homo_ha=-0.3039 largest_force_ev_per_a=4.2 e_lumo_ev=0.7
C 0.0413 0.1220 0.0219
C -0.0617 1.0064 2.1362
C 0.5171 -0.0352 1.2409
C 0.0626 -0.1448 -2.6654
N 0.1351 -0.7866 -1.0603
F 0.2499 -1.3455 -3.3073
F -1.3074 0.0225 -2.7359
H -0.4487 0.9154 -0.4011
H -0.9797 1.5169 1.7290
H 0.6873 1.8718 2.3863
H -0.1851 0.6317 3.1581
H 1.0338 -0.8808 1.4978
H 0.8638 -1.4607 -1.0420
H -0.6084 -1.4332 -0.9584